--- 1 ---
C5H17N2O | ωB97M-V/def2-TZVPD

Atoms and positions in Å:
N  0.18  1.28  0.56
C  -0.64  0.82  -0.64
C  0.34  0.02  -1.46
C  0.24  -1.43  -1.28
C  0.99  -1.92  0.05
C  -2.00  0.43  -0.14
N  -2.47  1.55  0.75
H  1.05  1.77  0.24
H  -0.32  1.82  1.22
H  0.44  0.41  1.10
H  -0.69  1.76  -1.38
H  1.29  0.64  -1.33
H  0.10  0.20  -2.53
H  0.72  -2.02  -2.08
H  -0.75  -1.84  -1.33
H  1.27  -3.07  0.12
H  0.38  -1.79  0.94
H  2.07  -1.68  0.08
H  -2.66  0.19  -1.11
H  -2.16  -0.37  0.58
H  -2.91  2.22  0.15
H  -3.07  1.26  1.48
H  3.23  0.50  2.29
H  2.82  -0.85  2.02
O  2.54  0.11  1.72

The highest occupied orbital energy is -13.9083 eV. As for the frontier orbital gap: 11.07 eV. As for the net charge: +1.

---

--- 2 ---
C5H17N2O | ωB97M-V/def2-TZVPD

Atoms and positions in Å:
C  -1.54  -1.34  0.27
N  -1.70  -0.38  1.58
C  -0.56  -0.75  2.41
C  -0.30  -1.21  -0.57
N  0.57  0.09  -0.46
C  -0.08  1.40  -1.19
C  0.05  1.19  -2.80
H  -2.41  -0.89  -0.28
H  -1.61  -2.40  0.48
H  -2.68  -0.50  1.89
H  0.29  -0.02  2.06
H  -0.09  -1.76  2.25
H  -0.72  -0.62  3.44
H  -0.56  -1.36  -1.65
H  0.49  -2.07  -0.34
H  1.46  -0.09  -0.84
H  0.90  0.13  0.67
H  0.62  2.16  -0.98
H  -1.14  1.64  -0.92
H  -0.85  1.31  -3.33
H  0.67  1.90  -3.28
H  0.44  0.17  -3.16
H  2.44  1.06  2.29
H  3.33  1.58  1.00
O  2.95  0.76  1.46

The highest occupied orbital energy is -13.0739 eV. As for the frontier orbital gap: 10.13 eV. As for the net charge: +1.

---

Name the most stable of them. 1.